{
  "formula": "H18O9",
  "method": "the ωB97M-V functional and the def2-TZVPD basis",
  "total_charge": 0,
  "e_homo_ev": -10.68,
  "smiles": "O.O.O.O.O.O.O.O.O",
  "gap_ev": 10.48,
  "e_tot_ha": -687.95151,
  "de_lowest_kcal_mol": 46.6,
  "elements": ["O", "H", "H", "O", "H", "H", "O", "H", "H", "O", "H", "H", "O", "H", "H", "O", "H", "H", "O", "H", "H", "O", "H", "H", "O", "H", "H"],
  "xyz": [[-1.080, -1.738, -2.914], [-0.447, -1.244, -2.392], [-1.905, -1.650, -2.436], [0.897, 2.747, 0.598], [1.555, 3.307, 0.187], [1.105, 1.865, 0.291], [1.566, 1.092, -2.874], [1.261, 0.474, -2.210], [1.625, 1.929, -2.414], [-1.436, 0.440, 2.126], [-1.462, 1.241, 1.603], [-0.725, 0.583, 2.750], [2.485, -0.060, 2.436], [1.923, 0.083, 3.198], [2.047, -0.752, 1.941], [-1.609, 1.214, -0.833], [-2.525, 1.278, -1.100], [-1.344, 2.119, -0.666], [0.523, -0.296, -0.922], [-0.305, 0.139, -0.719], [0.684, -0.869, -0.172], [1.205, -2.126, 1.139], [1.326, -2.760, 0.432], [0.642, -2.575, 1.770], [-1.959, -1.863, 0.462], [-2.287, -1.443, -0.333], [-1.761, -1.136, 1.053]],
  "atomic_forces_ev_per_a": [[-0.28, -0.27, -0.40], [0.42, 0.22, 0.29], [-0.16, -0.09, -0.04], [-0.57, 0.13, 0.00], [0.19, 0.20, -0.01], [0.26, -0.53, -0.03], [0.33, 0.53, -0.82], [-0.04, -0.32, 0.37], [0.05, 0.17, -0.01], [-0.09, -0.27, 0.10], [-0.01, 0.23, -0.27], [0.19, 0.04, 0.19], [0.19, 0.54, 0.18], [0.03, 0.11, 0.25], [-0.02, -0.45, -0.30], [-0.43, 0.16, 0.23], [-0.28, -0.12, -0.18], [0.39, 0.45, 0.00], [0.44, -0.21, 0.10], [-0.62, 0.30, -0.09], [0.17, -0.46, 0.44], [0.08, 0.03, -0.04], [0.14, -0.28, -0.28], [-0.36, -0.10, 0.15], [-0.01, -0.59, -0.20], [-0.06, 0.01, -0.09], [0.05, 0.55, 0.44]],
  "lowdin_charge": [-0.04, -0.01, 0.01, -0.04, 0.04, 0.01, -0.06, -0.04, 0.01, -0.03, 0.03, 0.05, -0.05, 0.02, -0.03, -0.02, 0.08, 0.06, -0.06, -0.02, 0.02, -0.03, 0.08, 0.08, -0.04, 0.01, -0.02]
}

=====

{
  "formula": "H18O9",
  "method": "the ωB97M-V functional and the def2-TZVPD basis",
  "total_charge": 0,
  "e_homo_ev": -11.17,
  "smiles": "O.O.O.O.O.O.O.O.O",
  "gap_ev": 11.65,
  "e_tot_ha": -688.00043,
  "de_lowest_kcal_mol": 15.9,
  "elements": ["H", "H", "H", "H", "H", "H", "H", "H", "H", "H", "H", "H", "H", "H", "H", "H", "H", "H", "O", "O", "O", "O", "O", "O", "O", "O", "O"],
  "xyz": [[-1.832, -1.879, 0.679], [-1.627, -1.583, -0.838], [-0.640, -0.290, 2.222], [-0.043, -1.553, 2.848], [-0.299, -0.299, -1.939], [-0.439, -1.767, -2.668], [-2.715, 0.024, -0.036], [-3.599, 1.167, -0.669], [0.141, 1.762, -1.071], [-1.359, 1.301, -1.235], [-1.352, 1.791, 1.262], [0.236, 1.601, 1.385], [2.104, 0.891, 0.036], [2.340, 2.277, -0.055], [0.803, -1.210, 0.771], [1.147, -1.155, -0.669], [3.022, -0.793, 0.083], [4.535, -0.258, 0.178], [-2.312, -1.537, -0.128], [-0.544, -1.271, 2.094], [-0.234, -1.311, -1.851], [-2.740, 0.995, -0.272], [-0.521, 1.475, -1.749], [-0.618, 1.523, 1.804], [1.604, 1.702, 0.195], [1.564, -1.371, 0.200], [3.750, -0.209, -0.329]],
  "atomic_forces_ev_per_a": [[-0.70, 0.60, -1.02], [-0.30, 0.08, 0.45], [-0.14, -0.35, -0.35], [0.32, -0.44, 0.61], [-0.08, -0.94, -0.45], [0.12, 0.31, -0.36], [0.07, 0.23, -0.31], [0.02, 0.01, 0.05], [-0.49, -0.31, -0.65], [0.48, 0.41, -0.34], [-0.21, 0.17, -0.78], [0.31, 0.47, -0.78], [-0.14, -0.89, 0.15], [-0.41, 0.71, 0.21], [-0.18, -0.22, 0.86], [0.54, -0.74, 0.28], [1.30, 0.64, -0.49], [1.04, -0.19, 0.83], [0.84, -0.96, 0.93], [-0.22, 0.96, -0.27], [-0.05, 1.18, 0.29], [-0.18, 0.06, 0.29], [0.10, -0.40, 0.86], [-0.26, -0.78, 1.71], [0.83, 0.32, -0.41], [-0.67, 0.33, -0.94], [-1.95, -0.26, -0.38]],
  "lowdin_charge": [0.06, 0.02, 0.04, 0.06, 0.06, 0.08, 0.02, 0.07, 0.03, 0.01, 0.02, 0.00, 0.01, 0.09, 0.02, 0.04, 0.01, 0.01, -0.08, -0.06, -0.08, -0.08, -0.09, -0.04, -0.06, -0.06, -0.09]
}

=====

{
  "formula": "H18O9",
  "method": "the ωB97M-V functional and the def2-TZVPD basis",
  "total_charge": 0,
  "e_homo_ev": -9.97,
  "smiles": "O.O.O.O.O.O.O.O.O",
  "gap_ev": 9.63,
  "e_tot_ha": -687.92631,
  "de_lowest_kcal_mol": 62.4,
  "elements": ["O", "H", "H", "O", "H", "H", "O", "H", "H", "O", "H", "H", "O", "H", "H", "O", "H", "H", "O", "H", "H", "O", "H", "H", "O", "H", "H"],
  "xyz": [[-1.509, -2.680, 0.575], [-2.001, -2.028, 1.075], [-2.170, -3.311, 0.289], [-1.041, -1.535, -2.938], [-1.099, -2.479, -2.794], [-0.331, -1.432, -3.572], [-0.843, 2.436, 1.548], [-1.139, 2.053, 0.722], [0.110, 2.472, 1.467], [-0.751, 2.579, -2.106], [-1.436, 2.045, -1.703], [-1.155, 2.925, -2.902], [0.855, -3.616, 1.952], [0.379, -4.446, 1.929], [0.296, -3.006, 1.471], [1.449, 3.280, -1.112], [1.806, 2.510, -0.669], [0.805, 2.927, -1.725], [0.473, -0.211, -0.326], [0.043, -1.040, -0.536], [0.781, 0.120, -1.169], [0.087, -0.414, 2.440], [-0.631, -0.970, 2.743], [0.072, -0.501, 1.487], [2.194, 1.799, 1.189], [3.090, 1.463, 1.174], [1.666, 1.060, 1.491]],
  "atomic_forces_ev_per_a": [[0.21, 0.17, -0.16], [-0.21, 0.27, 0.13], [-0.14, -0.24, -0.11], [-0.07, 0.22, 0.24], [-0.05, -0.27, 0.04], [0.18, 0.06, -0.24], [-0.48, 0.07, 0.22], [0.09, -0.03, -0.14], [0.35, 0.22, -0.10], [-0.77, -0.32, -0.52], [-0.12, -0.20, 0.18], [-0.09, 0.16, -0.28], [0.47, -0.09, 0.22], [-0.10, -0.17, -0.01], [-0.21, 0.07, -0.10], [0.83, 0.35, -0.07], [0.22, -0.06, 0.53], [-0.16, 0.13, 0.05], [-0.04, 0.04, 0.20], [-0.28, -0.40, -0.33], [0.09, 0.22, -0.18], [0.07, -0.14, 0.24], [-0.03, -0.06, 0.39], [0.12, 0.25, -0.40], [0.05, 0.21, -0.12], [0.27, -0.02, 0.09], [-0.22, -0.44, 0.23]],
  "lowdin_charge": [-0.03, 0.05, 0.06, -0.04, 0.03, 0.04, -0.04, 0.01, 0.00, -0.03, 0.06, 0.07, -0.06, 0.03, -0.03, -0.08, -0.02, -0.05, -0.04, 0.02, 0.05, -0.03, 0.03, -0.03, -0.04, 0.06, 0.01]
}

=====

{
  "formula": "H18O9",
  "method": "the ωB97M-V functional and the def2-TZVPD basis",
  "multiplicity": 2,
  "total_charge": 1,
  "e_homo_ev": [-13.56, -13.56],
  "s2": 0.7566,
  "gap_ev": [9.90, 3.15],
  "e_tot_ha": -687.55495,
  "de_lowest_kcal_mol": 15.8,
  "elements": ["O", "H", "H", "O", "H", "H", "O", "H", "H", "O", "H", "H", "O", "H", "H", "O", "H", "H", "O", "H", "H", "O", "H", "H", "O", "H", "H"],
  "xyz": [[-0.671, -2.249, 3.013], [-0.654, -2.033, 3.949], [0.021, -1.759, 2.574], [-0.402, -3.168, -0.341], [0.140, -3.800, 0.099], [-0.656, -2.438, 0.249], [0.608, 3.117, 3.099], [-0.174, 3.194, 3.659], [0.398, 3.767, 2.420], [0.820, -3.239, -2.568], [-0.020, -2.894, -2.184], [1.259, -3.900, -2.027], [0.195, 1.694, -0.722], [0.937, 2.119, -0.247], [0.676, 1.545, -1.545], [0.408, -0.751, -2.382], [0.760, -0.553, -1.486], [1.218, -1.004, -2.862], [-1.084, -0.564, 0.588], [-1.954, -0.543, 0.973], [-0.838, 0.146, -0.001], [2.528, 2.625, 0.541], [3.091, 2.959, -0.148], [2.793, 2.811, 1.433], [-2.639, 2.345, -1.486], [-1.703, 2.150, -1.423], [-3.025, 1.862, -2.209]],
  "atomic_forces_ev_per_a": [[-0.43, -0.53, -0.22], [0.18, 0.10, -0.02], [0.22, 0.49, 0.20], [-0.41, 0.58, -1.36], [0.37, -0.66, 1.13], [-0.08, 0.38, 0.31], [-0.33, 0.23, -0.16], [0.15, -0.24, 0.26], [0.22, 0.02, -0.19], [0.16, 1.25, -1.59], [-0.46, -0.58, 0.80], [-0.02, -0.44, 0.81], [0.87, -0.28, -0.55], [-0.29, 0.14, 0.97], [-0.56, 0.04, -0.47], [0.99, -0.79, 0.51], [-0.48, 0.05, -0.15], [-0.18, 0.30, -0.34], [1.20, -1.76, 0.15], [-0.47, 0.67, -0.12], [-0.60, 0.97, 0.06], [-1.40, -0.90, -0.78], [0.79, 0.53, 0.32], [0.54, 0.40, 0.37], [-0.27, 0.41, 0.63], [0.23, -0.10, -0.15], [0.04, -0.28, -0.42]],
  "lowdin_charge": [-0.05, 0.05, 0.01, 0.02, 0.07, 0.04, -0.06, 0.04, 0.03, 0.27, 0.09, 0.12, -0.05, 0.03, 0.05, 0.08, 0.08, 0.09, -0.03, 0.07, 0.00, -0.02, 0.06, 0.05, -0.04, -0.02, 0.03]
}

=====

Strongest force on any atom for the records above, in order: 1.03; 2.00; 0.98; 2.13 eV/A